DFT (the ωB97M-V functional and the def2-TZVPD basis) results for 11 unconnected molecules or ions with the total composition C45H50Cl6F6N2O2.

Calculated values
Electronic energy ... -5365.1180 hartree
HOMO ... -8.91 eV
Multiplicity ... 1

Geometry (Å):
C  0.4071  1.2384  1.0863
C  -0.6565  0.2778  0.6182
O  -1.7458  0.2309  1.1792
N  -0.3142  -0.5700  -0.3716
C  -1.2436  -1.5755  -0.8213
H  0.3614  1.1473  2.1757
H  0.1071  2.2614  0.8850
H  1.4094  0.9994  0.7414
H  0.4816  -0.3408  -0.9546
H  -0.6781  -2.3675  -1.3169
H  -1.9961  -1.1993  -1.5150
H  -1.7263  -2.0229  0.0460
C  2.4228  -0.4166  -4.5423
C  2.5533  0.1903  -3.1635
O  1.8315  -0.1413  -2.2272
N  3.5402  1.0971  -3.0194
C  3.8636  1.7256  -1.7460
H  3.1676  -1.2137  -4.5993
H  2.5951  0.3336  -5.3138
H  1.4394  -0.8500  -4.6903
H  4.1992  1.2264  -3.7677
H  4.7030  1.2208  -1.2679
H  3.0001  1.6452  -1.0890
H  4.0556  2.7840  -1.9055
C  -4.6179  0.2563  -0.1435
Cl  -4.7373  -0.1952  -1.8496
Cl  -6.2347  0.5165  0.5479
H  -4.1782  -0.5651  0.4053
H  -4.0327  1.1582  -0.0310
C  -3.8300  -2.7770  -5.0471
Cl  -2.6615  -2.7891  -3.7114
Cl  -5.1560  -3.9087  -4.7640
H  -4.3070  -1.8056  -5.0518
H  -3.2894  -2.9931  -5.9566
C  -1.2837  3.6630  -1.8626
Cl  -2.1285  3.5535  -0.3227
Cl  0.3812  3.0610  -1.7973
H  -1.8160  3.0926  -2.6156
H  -1.2373  4.7043  -2.1627
F  5.1147  -0.5511  5.0095
C  4.4143  -1.0847  3.9852
C  4.3484  -0.3983  2.7969
C  3.6092  -0.9458  1.7532
C  2.9872  -2.1679  1.9040
C  3.1492  -2.8758  3.0783
C  3.8168  -2.3123  4.1554
H  4.8309  0.5607  2.6606
H  3.5382  -0.4093  0.8148
H  2.4175  -2.5768  1.0794
H  2.6754  -3.8417  3.2053
H  3.8401  -2.7575  5.1407
F  -6.5224  -3.3261  4.7899
C  -5.7219  -2.3572  4.3015
C  -5.9704  -1.0435  4.6317
C  -5.1578  -0.0550  4.0877
C  -4.0628  -0.4055  3.3074
C  -3.8036  -1.7386  3.0333
C  -4.6524  -2.7262  3.5019
H  -6.8331  -0.7929  5.2369
H  -5.3714  0.9838  4.2987
H  -3.4833  0.3993  2.8717
H  -2.9105  -2.0094  2.4813
H  -4.5050  -3.7873  3.3419
F  -0.2619  9.0020  -0.0874
C  0.5271  7.9535  0.2357
C  1.8338  8.2026  0.5867
C  2.6558  7.1426  0.9097
C  2.1600  5.8421  0.9059
C  0.8427  5.6257  0.5263
C  0.0053  6.6807  0.2018
H  2.1806  9.2238  0.6757
H  3.7073  7.3116  1.1068
H  2.8233  5.0125  1.1119
H  0.4596  4.6158  0.5595
H  -1.0306  6.4630  -0.0241
F  -0.2945  3.9482  -5.9203
C  -1.0828  2.9990  -5.3772
C  -2.4571  3.1384  -5.4438
C  -3.2524  2.0955  -4.9907
C  -2.6725  0.9788  -4.4038
C  -1.2935  0.9055  -4.2600
C  -0.4964  1.9294  -4.7433
H  -2.9122  3.9966  -5.9216
H  -4.3281  2.1478  -5.0918
H  -3.2980  0.1526  -4.1028
H  -0.8362  0.0566  -3.7654
H  0.5804  1.8538  -4.6719
F  4.6672  -3.4690  -2.2324
C  3.5969  -4.2880  -2.2656
C  3.7484  -5.5698  -2.7589
C  2.6841  -6.4537  -2.6835
C  1.4568  -6.0282  -2.2039
C  1.3139  -4.7233  -1.7584
C  2.3867  -3.8434  -1.7700
H  4.7089  -5.8881  -3.1443
H  2.8504  -7.4835  -2.9712
H  0.6001  -6.6874  -2.1640
H  0.3470  -4.3637  -1.4305
H  2.2647  -2.8155  -1.4464
F  0.0812  -4.1982  6.3886
C  0.3733  -2.9408  5.9942
C  1.3070  -2.2098  6.6940
C  1.5766  -0.9165  6.2605
C  0.8942  -0.3558  5.1896
C  -0.0535  -1.1106  4.5028
C  -0.3000  -2.4132  4.9149
H  1.8104  -2.5931  7.5709
H  2.2644  -0.2871  6.8127
H  1.0689  0.6732  4.9013
H  -0.6239  -0.6840  3.6860
H  -0.9792  -3.0618  4.3727

---

DFT (the ωB97M-V functional and the def2-TZVPD basis) results for a molecular structure, C28H35CrN13NiO18 at a distorted geometry.

Calculated values
Net charge ... -1
Electronic energy ... -5706.0350 hartree
HOMO (spin up / spin down) ... -5.15 / -5.15 eV
Multiplicity ... 6
Expectation value of S² ... 8.8541

Geometry (Å):
Ni  1.1482  -14.9522  12.3482
Cr  1.2925  -18.1451  8.8439
N  0.4861  -14.9477  9.1474
O  0.4387  -14.6855  10.4158
O  0.3552  -14.0954  8.3289
O  0.5115  -16.0906  8.7510
N  2.0936  -18.6493  6.4082
O  1.5516  -19.4514  7.1927
O  2.0409  -18.7696  5.2449
O  2.3774  -17.6528  7.0894
N  1.5276  -20.7795  10.8788
O  2.4816  -21.3845  11.2464
O  1.7059  -19.8749  10.0629
O  0.4200  -20.9618  11.3429
N  -1.7673  -19.2293  9.2244
O  -0.6792  -18.7481  8.8264
O  -2.7649  -19.3884  8.4908
O  -1.7803  -19.6145  10.4137
N  3.3367  -16.7749  11.0806
O  2.7739  -15.9905  11.7794
O  4.3928  -17.2274  11.3783
O  2.6555  -17.2210  10.1495
N  -0.3357  -17.5377  12.3748
O  -0.1271  -16.4812  12.9988
O  0.1493  -17.5488  11.3015
O  -0.8532  -18.5455  12.7823
N  -3.0253  -21.3076  4.6868
C  -2.4291  -21.1109  3.4836
C  -1.0825  -20.8814  3.6394
C  -0.8865  -20.8412  5.0086
C  -2.1238  -21.0149  5.6575
H  -4.0104  -21.5249  4.7366
H  -3.0440  -21.0853  2.5960
H  -0.3019  -20.7051  2.9142
H  0.0766  -20.6875  5.4726
H  -2.4933  -20.9776  6.6717
N  -4.5187  -16.0255  11.7710
C  -4.0366  -16.7145  10.6302
C  -2.7789  -16.1385  10.3680
C  -2.5367  -15.1410  11.3278
C  -3.6139  -15.0121  12.0860
H  -5.3430  -16.3323  12.2674
H  -4.5502  -17.5691  10.2151
H  -2.1125  -16.3804  9.5534
H  -1.8214  -14.3368  11.2387
H  -3.8786  -14.3106  12.8634
N  4.2500  -13.9683  5.1379
C  3.3949  -12.8448  4.8806
C  2.1528  -13.2997  5.2874
C  2.3069  -14.6566  5.6474
C  3.5709  -15.0691  5.4531
H  5.2556  -13.9993  5.0488
H  3.6812  -11.8731  4.5060
H  1.2882  -12.6535  5.3246
H  1.5105  -15.2739  6.0360
H  4.1330  -15.9554  5.7080
N  -2.4171  -23.3184  9.9064
C  -2.1348  -22.4738  8.8782
C  -0.7998  -22.5163  8.6373
C  -0.2635  -23.5815  9.4156
C  -1.3060  -23.9478  10.2242
H  -3.3045  -23.5121  10.3479
H  -2.9198  -21.8315  8.5070
H  -0.1914  -21.9605  7.9392
H  0.7603  -23.9228  9.4554
H  -1.3395  -24.7168  10.9818
N  -1.7135  -17.2211  5.1877
C  -1.0345  -16.0205  5.2769
C  -1.6168  -15.2355  6.2820
C  -2.6800  -15.9937  6.7952
C  -2.6946  -17.1973  6.1214
H  -1.4420  -17.9837  4.5837
H  -0.2273  -15.8308  4.5849
H  -1.3696  -14.2214  6.5589
H  -3.3373  -15.6749  7.5906
H  -3.3440  -18.0418  6.2988
N  3.3927  -13.3881  8.0794
C  3.1611  -12.1641  8.6486
C  3.7640  -12.1581  9.9136
C  4.4326  -13.3425  10.0809
C  4.1055  -14.1564  8.9831
H  3.2414  -13.5765  7.0988
H  2.6928  -11.3367  8.1362
H  3.8853  -11.3279  10.5936
H  5.1172  -13.5856  10.8800
H  4.3913  -15.1317  8.6177
N  5.4632  -18.8792  6.4390
C  4.9443  -20.1038  6.5847
C  4.5962  -20.2971  7.8536
C  5.0042  -19.1924  8.5833
C  5.5020  -18.2886  7.6823
H  5.9610  -18.5507  5.6239
H  4.8143  -20.6118  5.6405
H  4.1964  -21.1863  8.3183
H  4.8703  -19.1001  9.6510
H  5.7714  -17.2534  7.8313

---

DFT (the ωB97M-V functional and the def2-TZVPD basis) results for a molecular structure, C18H9F6IrN5O12S3 at a distorted geometry.

Calculated values
Electronic energy ... -3765.9486 hartree
HOMO (spin up / spin down) ... -7.47 / -7.47 eV
Multiplicity ... 2
Expectation value of S² ... 0.7554
Energy above the lowest of the compared OMol25 structures with the same formula, charge and spin ... 39.8 kcal per mole

Geometry (Å):
Ir  1.2111  -0.7122  -0.2470
O  6.1773  -2.9456  2.5702
C  5.0878  -2.4240  2.0201
C  4.8207  -1.0471  2.0074
C  3.6540  -0.6221  1.4371
N  2.7843  -1.4740  0.9200
C  3.0260  -2.7804  0.9010
C  4.1644  -3.3065  1.4396
C  1.9058  -3.5590  0.2838
O  1.9967  -4.7402  0.1271
O  0.8814  -2.7868  0.0092
C  3.1832  0.7919  1.3525
O  3.8965  1.6898  1.6918
O  1.9497  0.8511  0.9201
H  6.7573  -2.2658  2.9370
H  5.4973  -0.3148  2.4298
H  4.3394  -4.3731  1.4143
F  4.5072  1.6470  -4.3221
C  4.1561  1.5004  -3.0619
F  5.1929  1.7200  -2.2712
F  3.1851  2.3605  -2.7693
S  3.5168  -0.2085  -2.7510
O  2.9754  -0.0734  -1.3759
O  4.6057  -1.1042  -2.9012
N  2.4091  -0.3469  -3.8469
S  0.8959  -0.5886  -3.5748
O  0.2291  -1.1411  -4.6906
O  0.6156  -1.2407  -2.2699
C  0.1813  1.1055  -3.3367
F  -1.1345  1.0645  -3.3666
F  0.6286  1.9338  -4.2529
F  0.5586  1.5478  -2.1145
O  -5.3174  4.5400  0.2278
S  -6.4536  4.1324  1.0283
O  -7.7422  4.2150  0.3818
O  -6.4081  4.5292  2.4253
C  -6.1851  2.3164  1.2595
N  -7.1994  1.5686  1.7135
C  -6.9230  0.2907  1.9297
C  -5.6617  -0.2497  1.7028
C  -4.6818  0.6125  1.2464
N  -4.9451  1.8991  1.0329
C  -3.2809  0.2376  0.9727
C  -2.4017  1.2447  0.5558
C  -1.0779  0.9509  0.3722
N  -0.6070  -0.2966  0.5670
C  -1.4407  -1.2897  0.9245
C  -2.7740  -1.0542  1.1440
H  -7.7394  -0.3198  2.2993
H  -5.4734  -1.3003  1.8815
H  -2.7798  2.2495  0.4098
H  -0.3580  1.7138  0.1071
H  -1.0071  -2.2714  1.0496
H  -3.3984  -1.8763  1.4599

---

DFT (the ωB97M-V functional and the def2-TZVPD basis) results for CH3ClN2 in the gas phase at a distorted geometry.

Calculated values
Electronic energy ... -609.5306 hartree
HOMO ... -9.42 eV
Multiplicity ... 1
Energy above the lowest of the compared OMol25 structures with the same formula, charge and spin ... 64.1 kcal per mole

Geometry (Å):
C  1.0317  -0.0995  -0.3361
N  -0.4344  -0.4488  -0.1508
N  2.1245  -0.5545  0.3055
Cl  3.6804  0.0430  -0.0556
H  0.9084  0.6145  -1.1808
H  -0.7105  -0.8335  0.8065
H  -1.0931  0.2592  -0.4916

---

DFT (the ωB97M-V functional and the def2-TZVPD basis) results for C2H3NO2 in the gas phase at a distorted geometry.

Calculated values
Electronic energy ... -283.1110 hartree
HOMO ... -9.43 eV
Multiplicity ... 1
Energy above the lowest of the compared OMol25 structures with the same formula, charge and spin ... 92.2 kcal per mole

Geometry (Å):
C  -0.1418  -0.8525  0.6337
C  0.3442  1.0246  -0.5992
H  -0.3884  -1.8719  0.2530
H  0.4815  -0.7853  1.7200
H  0.9593  1.5691  -1.4949
N  -0.9279  1.1194  -0.5663
O  0.8968  -0.1471  -0.2155
O  -1.2236  -0.0563  0.2692

---

DFT (the ωB97M-V functional and the def2-TZVPD basis) results for a molecular structure, C17H29AlBeCl3F10N2O10PS2 at a distorted geometry.

Calculated values
Net charge ... +2
Electronic energy ... -5300.1745 hartree
HOMO ... -12.13 eV
Multiplicity ... 1
Energy above the lowest of the compared OMol25 structures with the same formula, charge and spin ... 0.0 kcal per mole

Geometry (Å):
C  0.5695  1.5372  -2.2247
C  -0.3547  0.7877  -2.3855
C  -1.5022  -0.0272  -2.7327
C  -2.6093  0.8775  -3.3580
F  -1.9714  1.9517  -3.9723
C  -3.5102  1.5471  -2.2714
C  -4.9514  1.2375  -2.7866
C  -4.6925  1.2036  -4.2982
O  -5.2066  1.7482  -5.2032
N  -3.5297  0.3081  -4.3252
H  1.1737  2.4282  -2.1846
H  -1.8819  -0.4507  -1.8016
H  -1.1382  -0.8709  -3.3985
H  -3.3493  2.6092  -2.4337
H  -3.4033  1.1728  -1.2603
H  -5.7115  1.9321  -2.4290
H  -5.1920  0.1835  -2.5837
H  -3.1819  0.1616  -5.2872
Al  -7.3672  0.3129  -1.4935
C  -1.0592  -3.6628  -6.0477
F  -1.2715  -2.3833  -6.6082
F  -2.1661  -4.3478  -6.2051
F  -0.1044  -4.2432  -6.7184
S  -0.6139  -3.4169  -4.3039
O  -1.8060  -2.6510  -3.8080
O  0.5424  -2.5474  -4.3752
O  -0.4285  -4.6892  -3.7107
F  2.2107  5.7300  -1.0702
P  3.0190  4.4059  -0.5401
F  1.4704  4.0040  -0.0967
F  3.9243  5.4714  0.3175
F  3.4968  3.4578  0.7668
F  4.0627  4.6998  -1.7744
F  2.9621  2.9635  -1.3610
O  5.6708  2.2558  0.2567
H  6.6273  2.2521  0.5056
H  5.1570  2.4663  1.0779
Cl  6.1709  0.5315  1.3074
C  2.0640  2.6817  5.7581
S  2.7396  2.9359  4.1154
O  4.1813  2.5684  4.1703
C  2.6427  4.7240  4.0760
H  2.0757  1.6144  5.9707
H  2.6745  3.2107  6.4899
H  1.0380  3.0472  5.7837
H  3.2174  5.1316  4.9073
H  1.5982  5.0261  4.1427
H  3.0630  5.0614  3.1292
Cl  1.2846  -7.3976  -4.0086
C  0.1246  -7.8205  -2.7255
C  0.5627  -9.0304  -1.9396
Cl  0.5028  -10.5177  -2.9141
H  -0.8457  -7.9791  -3.1896
H  0.0547  -6.9571  -2.0653
H  -0.1059  -9.1767  -1.0926
H  1.5767  -8.9141  -1.5654
C  -5.4799  -1.8290  -6.3790
N  -5.8303  -3.2718  -6.5061
O  -4.9649  -4.0819  -6.2523
O  -6.9589  -3.5099  -6.8601
H  -4.4422  -1.7668  -6.0553
H  -5.6210  -1.3684  -7.3530
H  -6.1505  -1.3927  -5.6443
O  1.0174  1.8061  11.9853
C  1.8348  1.8627  11.1197
O  2.9213  2.6756  11.1772
C  3.6608  2.6081  9.9503
C  3.2703  1.2762  9.3224
C  1.8302  1.1095  9.7999
H  3.3761  3.4616  9.3285
H  4.7233  2.6756  10.1694
H  3.3837  1.2598  8.2393
H  3.8877  0.4778  9.7352
H  1.1152  1.5898  9.1292
H  1.5568  0.0697  9.9529
Be  -1.6330  -0.8064  -5.0845